C2H2BrCl3 | the ωB97M-V functional and the def2-TZVPD basis

Positions of all 8 atoms, in Å:
H: -0.64 -1.32 -1.49
C: 0.45 1.66 0.45
Br: 1.19 2.70 -0.97
Cl: 1.72 1.34 1.68
H: -0.20 0.70 0.28
Cl: -2.35 -1.65 0.14
C: -0.73 -1.34 -0.45
Cl: 0.56 -2.09 0.35

- Lowest unoccupied orbital energy (alpha / beta): -0.84 / -1.12 eV
- Net charge: 0
- Energy relative to the best compared isomer or geometry (same formula, charge and spin): 352.8 kJ/mol
- Calculated total energy: -109712.28748 eV
- HOMO (alpha / beta): -9.05 / -8.93 eV
- Largest force on an atom: 2.570 eV/Å

How positive or negative is each atom? The Mulliken charges in e answer that: atom 1 (H): 0.3736, atom 2 (C): -0.0164, atom 3 (Br): -0.0454, atom 4 (Cl): -0.1179, atom 5 (H): 0.2199, atom 6 (Cl): -0.1037, atom 7 (C): -0.2529, atom 8 (Cl): -0.0573

C8H16AsCsF6O4S2 | the ωB97M-V functional and the def2-TZVPD basis

Positions of all 38 atoms, in Å:
S: -1.14 3.74 -2.22
F: -3.67 -0.35 0.72
F: -1.60 -0.29 -0.62
F: -2.11 -2.22 0.91
C: 3.19 -4.61 1.25
H: -1.46 6.56 -0.80
As: -1.98 -0.49 1.08
H: 3.94 -5.38 1.46
C: 0.82 -4.02 1.16
H: 0.88 4.72 -1.42
C: 3.06 -4.36 -0.26
H: 0.17 5.77 -2.53
H: 3.42 -3.34 -0.44
H: -3.09 4.43 -1.17
H: 1.04 -2.98 1.40
C: -2.26 3.84 -0.79
O: -0.39 2.50 -2.16
H: 3.57 -3.69 1.70
H: -0.23 -4.27 1.19
H: 1.73 -4.98 2.87
F: -1.80 1.25 1.25
H: 1.46 -6.00 1.57
F: -2.29 -0.59 2.80
H: -2.26 5.02 1.02
O: 0.70 -5.33 -1.18
C: 1.83 -4.99 1.78
S: 1.27 -4.14 -0.62
H: -0.84 4.08 0.86
H: 3.61 -5.00 -0.94
Cs: 0.56 -0.28 -2.53
C: -0.10 5.16 -1.66
O: 1.03 -2.83 -1.21
C: -1.54 4.67 0.28
O: -1.82 4.17 -3.43
H: -2.58 2.85 -0.49
H: -0.06 6.24 0.21
F: -0.26 -0.65 1.43
C: -0.78 5.78 -0.47

- Lowest unoccupied orbital energy: -0.47 eV
- Net charge: 0
- Energy relative to the best compared isomer or geometry (same formula, charge and spin): 0.0 kJ/mol
- Calculated total energy: -116111.66960 eV
- HOMO: -10.55 eV
- Largest force on an atom: 2.119 eV/Å

Atomic partial charges in e from the Mulliken method, atoms 1 to 8: atom 1 (S): 0.9755, atom 2 (F): -0.4793, atom 3 (F): -0.5432, atom 4 (F): -0.5032, atom 5 (C): -0.6195, atom 6 (H): 0.2784, atom 7 (As): 2.0096, atom 8 (H): 0.3343

C4H39N2O13 | the ωB97M-V functional and the def2-TZVPD basis

Positions of all 58 atoms, in Å:
H: 1.56 -3.54 2.75
H: 0.56 -2.60 4.89
H: 4.25 -1.13 2.51
H: 0.42 0.09 1.52
H: 1.61 -1.59 -1.54
H: -4.15 0.55 -0.31
H: 0.29 -1.25 2.37
H: -4.89 1.27 1.85
C: 0.72 -1.59 0.37
H: 1.19 3.39 0.45
H: 1.11 -4.78 1.85
H: -0.81 -0.60 -2.81
O: 3.43 -1.40 2.92
H: -0.37 -1.63 0.29
H: -3.39 0.77 1.82
O: 2.46 1.89 -4.47
H: 2.38 -1.22 -4.04
H: -1.90 2.15 -0.56
H: 1.83 -0.78 2.11
H: 1.46 1.93 0.01
H: -0.12 -3.64 2.13
O: -0.44 1.81 2.32
O: -4.03 1.37 1.43
H: 2.51 2.28 -5.35
H: 1.13 -3.63 -0.25
O: -0.30 1.79 -4.21
H: 0.35 2.36 2.22
N: 1.00 0.38 -1.22
H: 3.62 -1.27 3.85
C: 0.93 -3.70 1.87
H: 0.03 0.24 -1.56
H: -0.86 2.12 -3.46
O: -1.93 2.44 0.33
H: 1.47 2.04 -4.32
H: 2.27 0.39 -3.64
H: -2.83 3.40 -3.04
O: -0.20 -0.87 -2.13
H: -1.84 0.90 3.33
N: 0.89 -0.80 1.67
C: 1.55 -0.88 -0.70
O: -3.82 0.75 -1.22
H: -3.70 -0.16 -1.44
O: 2.27 -0.56 -3.32
O: -2.39 0.12 3.17
O: -0.05 -2.39 4.16
H: 2.57 -0.64 -0.39
H: -2.89 -0.21 3.93
H: -0.46 -1.50 4.38
O: 1.61 2.54 0.74
O: -2.40 2.63 -2.68
C: 1.30 -2.95 0.58
H: 1.54 0.77 -2.00
H: -2.86 2.66 0.55
H: -3.09 2.06 -2.23
H: 0.68 -0.93 -2.60
H: -0.63 2.17 -5.03
H: -1.00 1.98 1.52
H: 2.41 -3.00 0.64

- <S²>: 0.754
- Spin multiplicity: 2
- Lowest unoccupied orbital energy (alpha / beta): -5.40 / -9.59 eV
- Net charge: +2
- Energy relative to the best compared isomer or geometry (same formula, charge and spin): 145.7 kJ/mol
- Calculated total energy: -34361.20523 eV
- HOMO (alpha / beta): -16.63 / -16.62 eV
- Largest force on an atom: 5.005 eV/Å

Atomic partial charges in e from the Mulliken method, atoms 1 to 8: atom 1 (H): 0.2445, atom 2 (H): 0.3051, atom 3 (H): 0.2668, atom 4 (H): 0.1886, atom 5 (H): 0.4628, atom 6 (H): 0.3160, atom 7 (H): 0.0845, atom 8 (H): 0.2847

C5H18O5 | the ωB97M-V functional and the def2-TZVPD basis

Positions of all 28 atoms, in Å:
H: 1.67 0.05 0.20
O: -1.05 0.29 2.01
H: 0.81 -0.95 2.83
C: -0.89 1.66 1.95
H: 0.29 0.03 -2.51
H: 1.27 1.71 1.61
H: -0.83 -0.15 1.18
H: 2.12 -0.16 -2.68
O: -1.03 -1.52 -0.01
H: -1.80 2.20 1.54
H: -1.05 1.97 3.02
H: 0.46 -1.82 -1.10
C: 1.24 -0.22 -2.00
O: 1.32 -1.46 2.20
H: 2.33 1.31 -0.98
H: -1.38 -2.30 0.40
H: -1.43 -1.13 -0.80
H: -1.57 -1.13 -2.83
O: 1.26 -1.60 -1.60
C: 0.34 2.06 1.13
O: -2.09 -0.50 -2.31
H: 1.03 -1.39 1.30
H: -0.71 1.01 -0.49
H: 0.54 3.16 1.14
H: -3.01 -0.54 -2.57
C: 1.44 0.66 -0.70
H: 0.06 2.39 -1.15
C: 0.21 1.56 -0.42

- Lowest unoccupied orbital energy: 0.01 eV
- Net charge: 0
- Energy relative to the best compared isomer or geometry (same formula, charge and spin): 27.9 kJ/mol
- Calculated total energy: -15713.30923 eV
- HOMO: -9.65 eV
- Largest force on an atom: 2.478 eV/Å

Atomic partial charges in e from the Mulliken method, atoms 1 to 8: atom 1 (H): 0.1430, atom 2 (O): -0.5540, atom 3 (H): 0.3605, atom 4 (C): -0.4853, atom 5 (H): 0.0528, atom 6 (H): 0.2906, atom 7 (H): 0.3501, atom 8 (H): 0.3699